[1]
{
  "formula": "C20H23NO7",
  "method": "ωB97M-V/def2-TZVPD",
  "lumo_energy_ev": 0.39,
  "e_homo_ev": -7.46,
  "smiles": "COc1c2ccoc2nc2c(OC)c(OC[C@H](OC(C)=O)C(C)(C)O)ccc12",
  "total_energy_ha": -1357.3365,
  "relative_energy_kcal_mol": 30.45,
  "species": ["C", "O", "H", "C", "C", "H", "H", "C", "H", "H", "C", "C", "H", "O", "H", "H", "H", "C", "C", "C", "H", "C", "C", "H", "O", "C", "C", "H", "C", "O", "H", "H", "O", "H", "O", "N", "H", "H", "C", "O", "C", "H", "H", "C", "C", "C", "C", "H", "H", "H", "H"],
  "coordinates": [[-3.424, -2.828, 1.152], [1.924, 2.101, -3.379], [-0.966, -0.604, -2.069], [-2.377, -0.544, 1.474], [0.098, 2.226, -1.377], [3.056, 1.095, -4.794], [2.749, 0.077, 2.667], [2.297, 1.521, -2.217], [-2.899, -2.138, 3.709], [-1.776, 2.771, -0.525], [3.654, 0.341, -0.634], [-0.831, 2.273, -0.377], [1.536, -0.708, 3.721], [4.862, -0.240, -0.506], [-5.077, -0.151, 1.736], [-3.209, 1.296, 0.742], [-3.297, 1.130, 2.524], [-3.607, -1.448, 1.786], [1.620, 0.980, 0.095], [-0.574, 1.671, 0.859], [-3.791, -0.618, 3.793], [5.491, -0.084, -1.697], [3.500, 0.887, -1.948], [5.045, 0.807, -3.603], [-1.516, 1.717, 1.873], [-0.519, -1.463, -1.579], [2.816, 2.111, -4.467], [-0.092, 2.683, -2.334], [1.331, 1.578, -1.170], [-0.236, -2.045, 0.736], [6.479, -0.494, -1.769], [-0.909, -2.377, -2.021], [-4.791, -0.914, 1.223], [3.735, 2.650, -4.222], [0.737, 0.505, 2.359], [2.796, 0.366, 0.339], [-1.553, -0.828, 2.139], [-3.491, -2.740, 0.071], [1.768, -0.398, 2.702], [-1.938, -0.714, 0.122], [-2.678, 0.955, 1.641], [-4.657, -2.137, 3.533], [-4.217, -3.487, 1.491], [-0.855, -1.456, -0.111], [4.741, 0.576, -2.604], [-3.745, -1.590, 3.305], [0.633, 1.026, 1.120], [1.760, -1.265, 2.040], [2.295, 2.633, -5.269], [-2.460, -3.249, 1.424], [0.561, -1.455, -1.700]]
}

---

[2]
{
  "formula": "C20H24BF4N9O3Sn",
  "method": "ωB97M-V/def2-TZVPD",
  "lumo_energy_ev": [-0.92, -0.92],
  "e_homo_ev": [-6.87, -6.87],
  "total_energy_ha": -2133.8162,
  "relative_energy_kcal_mol": 0.00,
  "species": ["Sn", "H", "C", "C", "H", "N", "H", "H", "N", "C", "H", "C", "H", "H", "H", "F", "C", "H", "C", "B", "H", "H", "C", "H", "F", "O", "N", "H", "F", "C", "H", "N", "C", "O", "H", "N", "H", "C", "C", "C", "N", "N", "H", "F", "H", "C", "H", "C", "C", "C", "H", "C", "H", "N", "H", "C", "N", "C", "H", "H", "C", "O"],
  "coordinates": [[-18.807, 1.994, -3.025], [-19.255, 3.621, -6.783], [-18.544, 3.194, 1.433], [-15.874, 1.955, -9.370], [-14.249, 4.135, -0.880], [-20.430, 0.325, -2.731], [-16.397, -0.194, 0.426], [-19.632, 3.302, 1.635], [-17.701, 0.761, -1.385], [-20.104, -1.014, -2.992], [-13.467, 4.987, -2.188], [-18.406, 2.468, 0.101], [-15.842, 1.404, 1.035], [-15.827, 0.560, -3.687], [-15.729, 2.842, -9.995], [-22.461, 4.788, -4.049], [-20.867, -2.067, -2.474], [-17.526, 3.913, -8.414], [-17.647, 0.794, -6.203], [-21.177, 4.418, -3.724], [-15.319, 4.587, -2.293], [-13.207, 2.837, -3.117], [-15.166, 2.312, -2.983], [-17.942, 2.712, 2.251], [-21.197, 3.114, -3.121], [-16.348, 2.744, -2.661], [-17.694, 2.962, -7.945], [-17.183, 0.648, 1.838], [-20.597, 5.313, -2.753], [-17.646, 1.258, -0.173], [-22.931, -0.174, -0.460], [-19.058, 2.992, -0.905], [-15.091, -0.236, -8.777], [-19.655, 4.152, -0.571], [-20.579, -3.100, -2.707], [-17.608, -0.242, -5.400], [-14.416, -1.058, -8.990], [-14.283, 4.269, -1.978], [-15.893, -0.274, -7.690], [-21.485, 0.571, -1.879], [-18.490, -0.067, -4.435], [-14.075, 3.008, -2.668], [-14.142, 0.740, -3.989], [-20.312, 4.416, -4.871], [-15.979, -1.134, -7.076], [-22.205, -0.441, -1.250], [-14.479, 0.876, -10.608], [-16.756, 0.791, -7.371], [-15.081, 0.879, -9.645], [-21.870, -1.770, -1.570], [-18.595, -2.061, -4.228], [-19.031, -1.139, -3.906], [-21.728, 1.637, -1.774], [-18.426, 1.882, -5.984], [-18.201, 4.254, 1.265], [-18.495, 2.860, -6.892], [-15.018, 1.136, -3.654], [-16.714, 0.745, 0.845], [-20.025, 4.579, -1.421], [-22.371, -2.620, -1.092], [-16.744, 1.945, -8.236], [-17.125, -0.324, -1.651]]
}

---

[3]
{
  "formula": "C20H24BrHgN2O8S",
  "method": "ωB97M-V/def2-TZVPD",
  "lumo_energy_ev": [0.17, -1.35],
  "e_homo_ev": [-7.45, -8.53],
  "multiplicity": 2,
  "total_energy_ha": -4613.4767,
  "relative_energy_kcal_mol": 0.00,
  "s_squared": 0.753,
  "species": ["H", "S", "N", "C", "C", "O", "C", "C", "H", "C", "H", "H", "H", "O", "C", "C", "O", "H", "O", "C", "N", "H", "C", "H", "H", "H", "C", "C", "H", "C", "H", "H", "H", "Br", "Hg", "H", "C", "O", "C", "C", "C", "H", "O", "C", "C", "C", "H", "H", "O", "H", "H", "H", "H", "C", "H", "H", "O"],
  "coordinates": [[1.479, -1.942, -2.600], [-3.034, -1.236, -3.555], [-3.065, 0.196, -2.784], [2.758, 2.933, -0.217], [-1.874, 0.834, 4.915], [-2.639, 1.026, -0.686], [1.172, 2.406, -2.807], [-2.312, -4.080, -0.672], [-0.272, -2.151, 5.006], [-2.318, -1.828, 0.219], [2.404, 2.822, 1.874], [3.236, 3.918, -0.141], [-0.046, 3.760, -1.688], [1.363, -0.882, -0.825], [2.699, -0.447, -0.793], [0.887, -1.146, -2.133], [-4.306, -1.580, -4.122], [-2.645, 1.410, 5.409], [0.577, 1.228, -2.322], [0.078, -0.550, 3.619], [-0.238, 0.668, 3.178], [2.236, 2.231, -3.021], [0.917, 0.067, -3.058], [2.836, 0.434, -1.426], [0.700, 2.743, -3.736], [-0.130, -1.500, -2.009], [-1.551, -0.444, 5.353], [-2.575, -1.356, -1.055], [-1.966, -3.594, 1.387], [-2.710, -2.237, -2.108], [0.871, -1.052, 3.074], [3.368, -1.241, -1.151], [1.583, 4.374, -2.072], [-1.603, 3.039, 3.149], [-0.437, 1.088, 0.347], [3.991, 2.197, 1.364], [-0.549, -1.151, 4.692], [-1.880, -1.305, -4.420], [-2.177, -3.201, 0.398], [1.008, 3.494, -1.764], [-1.188, 1.321, 3.821], [4.145, 0.036, 0.701], [1.382, 3.075, -0.465], [-2.588, -3.601, -1.950], [2.923, 2.232, 1.118], [3.064, -0.135, 0.640], [1.916, 0.187, -3.494], [-1.960, -1.845, 6.584], [-2.229, -0.939, 6.405], [0.205, -0.103, -3.868], [-2.252, -1.148, 1.061], [-2.703, -4.270, -2.795], [-2.216, -5.146, -0.506], [-2.756, 0.076, -1.507], [2.805, -1.009, 1.242], [3.262, 2.380, -1.016], [2.351, 0.943, 1.212]]
}

---

[4]
{
  "formula": "C20H24ClFNO2",
  "method": "ωB97M-V/def2-TZVPD",
  "total_charge": 1,
  "lumo_energy_ev": -2.80,
  "e_homo_ev": -11.15,
  "smiles": "COc1cc(C[NH2+]C2CCCC2)cc(Cl)c1OCc1ccccc1F",
  "total_energy_ha": -1541.5510,
  "relative_energy_kcal_mol": 3.05,
  "species": ["H", "H", "C", "C", "H", "C", "H", "O", "Cl", "H", "C", "C", "C", "O", "H", "C", "H", "H", "C", "H", "H", "C", "C", "C", "C", "C", "H", "C", "H", "H", "C", "C", "H", "H", "H", "H", "C", "C", "H", "H", "H", "H", "C", "H", "F", "H", "H", "C", "N"],
  "coordinates": [[-3.859, -0.137, -2.080], [3.232, 0.895, -2.025], [-4.283, -0.539, -0.033], [-1.286, 2.092, 0.515], [-4.228, -0.925, 1.987], [4.537, -1.383, -0.629], [-3.203, -3.349, 0.030], [2.191, 1.478, -0.406], [1.769, -1.110, 1.260], [6.304, 0.687, 2.054], [5.807, 0.101, 1.297], [4.713, 0.626, 0.632], [-3.624, -2.751, -0.779], [0.133, 3.451, -0.657], [2.174, 3.863, -0.591], [5.630, -1.923, 0.019], [-2.591, 0.459, -1.013], [1.572, 3.230, -2.146], [-0.654, -0.023, 1.421], [4.349, 1.615, 0.869], [7.121, -1.577, 1.507], [0.619, 0.137, 0.892], [6.267, -1.169, 0.991], [0.968, 1.264, 0.138], [-4.836, -1.937, -0.296], [2.870, 0.433, -1.095], [-2.322, -1.919, -2.329], [-1.621, 0.951, 1.219], [2.181, -0.373, -1.367], [-2.972, 0.718, 2.858], [1.335, 3.859, -1.286], [-3.293, -0.355, -1.175], [-0.840, -0.898, 2.027], [-2.003, 2.881, 0.353], [-2.791, -1.211, 1.194], [-3.667, 1.559, 1.461], [-3.008, 0.746, 1.765], [-2.602, -1.718, -1.299], [5.964, -2.915, -0.239], [1.135, 4.874, -1.627], [-5.583, -1.871, -1.086], [-1.682, -1.740, -0.712], [-0.010, 2.279, -0.019], [-3.918, -3.445, -1.562], [3.898, -2.119, -1.570], [-5.321, -2.379, 0.574], [-5.053, 0.233, 0.008], [4.056, -0.112, -0.341], [-3.577, -0.551, 1.289]]
}

---

[5]
{
  "formula": "C20H24F2IN2O",
  "method": "ωB97M-V/def2-TZVPD",
  "total_charge": 1,
  "lumo_energy_ev": -3.95,
  "e_homo_ev": -11.10,
  "total_energy_ha": -1458.3117,
  "species": ["C", "C", "H", "H", "C", "C", "C", "C", "N", "C", "C", "C", "C", "H", "H", "H", "H", "H", "H", "O", "C", "H", "H", "H", "C", "C", "C", "H", "C", "F", "H", "H", "H", "H", "H", "H", "H", "C", "H", "H", "N", "C", "C", "C", "I", "F", "H", "H", "C", "H"],
  "coordinates": [[0.328, -3.050, -6.010], [1.582, -0.933, -4.745], [0.958, 1.444, 3.182], [-6.752, 0.355, 2.949], [3.770, 3.053, 2.869], [4.206, 4.191, 2.199], [4.673, 4.092, 0.892], [-1.682, -2.021, 2.437], [-3.099, -2.096, 2.795], [-0.357, -0.761, 0.489], [-2.839, -0.651, 0.832], [1.300, -0.846, -6.100], [4.710, 2.855, 0.253], [1.723, -0.096, 1.050], [-6.070, -1.807, 2.140], [1.568, 0.050, -6.647], [-0.164, -3.881, -6.506], [4.314, 0.741, 0.448], [5.010, 4.981, 0.367], [-5.788, 1.537, 1.515], [-5.393, -1.006, 1.653], [-0.738, 0.689, 2.963], [-0.782, -0.228, -0.445], [0.591, 1.287, 0.636], [0.384, 0.535, 2.757], [0.639, 0.287, 1.194], [0.612, -3.124, -4.648], [-5.627, -0.871, 0.528], [3.817, 1.826, 2.226], [2.191, 0.094, -4.131], [-0.810, -2.538, 2.954], [1.483, -2.104, -2.956], [3.395, 3.113, 3.885], [0.711, -0.397, 3.354], [0.456, -1.859, -7.797], [-4.959, 0.650, 3.225], [0.338, -4.009, -4.083], [4.285, 1.714, 0.926], [5.071, 2.780, -0.767], [4.182, 5.155, 2.697], [-1.538, -1.172, 1.301], [-5.731, 0.396, 2.405], [0.674, -1.913, -6.736], [1.247, -2.061, -4.013], [0.751, -2.492, -0.338], [3.401, 0.724, 2.875], [-5.639, 1.272, 0.579], [-3.068, 0.017, -0.057], [-3.831, -1.292, 1.833], [-3.510, -2.631, 3.573]]
}